w.
Here is a 2-piece molecular cluster, C5H12N overall from the OMol25 dataset. Energies are from ωB97M-V with the def2-TZVPD basis set.

Structure (XYZ):
```
18
C5H12N ωB97M-V with the def2-TZVPD basis set
C -1.0429 -4.0874 2.0077
C -0.3064 0.0818 -0.9691
N -0.3468 -1.1342 -0.5686
C 1.4936 3.0808 -1.1813
C 0.2265 2.5121 -0.3684
C 0.3289 1.0694 -0.1421
H -2.1224 -4.0548 1.8548
H -0.8158 -3.8051 3.0332
H -0.6750 -3.2316 1.4021
H -0.6793 -5.0306 1.6358
H 1.4816 4.1610 -1.1876
H -0.6978 0.3860 -1.9437
H 2.3188 2.5659 -0.6835
H 1.4169 2.6364 -2.1706
H -0.7075 2.7460 -0.8890
H 0.2673 2.9648 0.6208
H -0.7615 -1.6886 -1.3295
H 0.6220 0.8281 0.8791
```

HOMO energy ... -15.254 eV
Frontier orbital gap ... 0.2672 Eh
LUMO level ... -7.98 eV
Charge ... +1


x.
Here is an isolated ion of composition C5H12N and charge +1 from the OMol25 dataset. Energies are from ωB97M-V with the def2-TZVPD basis set.

Structure (XYZ):
```
18
C5H12N ωB97M-V with the def2-TZVPD basis set
C -2.1658 -1.2358 -0.0562
C -1.4717 -0.4113 -0.8407
C 0.0164 -0.5474 -1.0873
C 0.9061 -0.6777 0.1656
C 0.8153 0.4858 1.1406
N 1.1671 1.7890 0.3917
H -1.6561 -2.1310 0.3021
H -3.2331 -1.1713 0.0852
H -2.0790 0.3223 -1.3620
H 0.4426 0.1698 -1.7992
H 0.1499 -1.5255 -1.5667
H 0.6424 -1.6069 0.6591
H 1.9517 -0.7725 -0.1499
H -0.2169 0.7621 1.3867
H 1.1959 0.2184 2.1288
H 2.1217 2.0625 0.1410
H 0.8186 2.5886 0.9062
H 0.5948 1.6808 -0.4450
```

Structure (SMILES) ... C=CCCC[NH3+]
HOMO energy ... -13.341 eV
Frontier orbital gap ... 0.3539 Eh
LUMO level ... -3.71 eV
Charge ... +1


Most stable: x. Least stable: w.


w.
Here is a 2-piece molecular cluster, C5H12N overall from the OMol25 dataset. Energies are from ωB97M-V with the def2-TZVPD basis set.

Structure (XYZ):
```
18
C5H12N ωB97M-V with the def2-TZVPD basis set
C 2.3805 -1.0652 0.8078
C 1.7275 0.0578 -0.1463
C 0.4795 -0.2151 -0.9547
C -0.6824 -0.6085 -0.0731
C -0.4047 -0.5991 1.2259
N -3.5456 2.0406 -0.4848
H 1.4496 -1.2196 1.4750
H 3.2521 -0.8192 1.3118
H 2.6127 -1.8962 0.0969
H 2.4584 -0.0091 -0.9601
H 1.3514 0.8909 0.4795
H 0.6110 -1.0817 -1.6272
H 0.1574 0.5412 -1.6656
H -1.5795 -0.3543 -0.5421
H -0.8786 -1.4385 1.6803
H -2.8489 2.7957 -0.0745
H -2.8491 1.3341 -1.0173
H -3.6914 1.6461 0.4684
```

HOMO energy ... -13.956 eV
Frontier orbital gap ... 0.2248 Eh
LUMO level ... -7.84 eV
Charge ... +1


x.
Here is a 6-piece molecular cluster, C5H12N overall from the OMol25 dataset. Energies are from ωB97M-V with the def2-TZVPD basis set.

Structure (XYZ):
```
18
C5H12N ωB97M-V with the def2-TZVPD basis set
C -1.2670 -0.2660 0.2288
C -0.1266 0.9402 -0.1857
C 1.0461 0.4863 -1.0309
C 2.5456 0.3827 1.0139
C 2.2779 0.2435 -0.4824
N -1.7171 -0.7567 1.2871
H -2.4492 0.6488 -0.8430
H -0.7591 -1.3026 -0.2733
H 0.4233 0.8447 0.8247
H -0.3287 2.0154 0.1996
H -7.2284 -3.0428 -1.8733
H 1.0248 0.0786 -2.0864
H 1.8711 0.0965 1.7821
H 3.5196 0.8205 1.3549
H 3.2305 0.0758 -1.0416
H -7.0786 -4.0705 -1.8788
H -0.1715 1.9000 -1.6629
H -6.8903 -3.4880 -0.7738
```

HOMO energy ... -9.222 eV
Frontier orbital gap ... 0.0586 Eh
LUMO level ... -7.63 eV
Charge ... +1


y.
Here is a 2-piece molecular cluster, C5H12N overall from the OMol25 dataset. Energies are from ωB97M-V with the def2-TZVPD basis set.

Structure (XYZ):
```
18
C5H12N ωB97M-V with the def2-TZVPD basis set
C -2.3106 2.3934 -0.2560
C -1.2437 2.2010 -0.9091
C -0.1347 -0.3638 1.4200
C 1.6484 -1.7233 -0.4299
C 0.4113 0.3204 0.2064
N 0.6515 -0.6807 -0.8362
H -2.6307 3.4001 -0.1655
H -2.7949 1.5488 0.2938
H -0.5686 2.7683 -1.6053
H -0.4405 0.3819 2.0796
H -1.0622 -0.7422 1.0522
H 0.4126 -1.1634 1.8948
H 1.9884 -2.4416 -1.1808
H 2.4315 -1.3922 0.1121
H 1.2588 -2.4063 0.2596
H 1.3171 0.8419 0.1942
H 0.7978 -0.2221 -1.6897
H -0.2692 -0.9376 -1.0545
```

HOMO energy (spin up / spin down) ... -12.784 / -13.541 eV
Frontier orbital gap (spin up / spin down) ... 0.2948 / 0.3471 Eh
LUMO level (spin up / spin down) ... -4.76 / -4.10 eV
Charge ... +1


Most stable: y. Least stable: x.


w.
Here is a 2-piece molecular cluster, C5H12N overall from the OMol25 dataset. Energies are from ωB97M-V with the def2-TZVPD basis set.

Structure (XYZ):
```
18
C5H12N ωB97M-V with the def2-TZVPD basis set
C -2.0604 -1.5840 -2.7021
C 0.1545 -0.8615 0.9186
N -0.6458 -1.6819 0.3533
C 0.7997 2.5785 1.0559
C 1.5603 1.2494 0.8256
C 0.6882 0.2533 0.2110
H -1.6266 -2.5513 -2.9504
H -1.8232 -0.8322 -3.4528
H -1.6493 -1.2674 -1.7390
H -3.1381 -1.6811 -2.6163
H 1.4619 3.3343 1.4720
H 0.4857 -0.9697 1.9545
H 0.4174 2.9743 0.1180
H -0.0387 2.3899 1.7210
H 1.9575 0.8439 1.7621
H 2.4323 1.4042 0.1818
H -0.8972 -2.4595 0.9685
H 0.4817 0.3412 -0.8539
```

HOMO energy ... -15.576 eV
Frontier orbital gap ... 0.2783 Eh
LUMO level ... -8.00 eV
Charge ... +1


x.
Here is an isolated ion of composition C5H12N and charge +1 from the OMol25 dataset. Energies are from ωB97M-V with the def2-TZVPD basis set.

Structure (XYZ):
```
18
C5H12N ωB97M-V with the def2-TZVPD basis set
C 0.2017 -1.4905 2.0084
C 1.3125 -0.9850 1.1058
C 0.9853 -0.7703 -0.3834
C -0.3102 -0.0931 -0.6697
C -0.3857 1.0806 -1.2698
N -1.5257 2.0450 -1.0654
H -0.6988 -0.8876 2.0780
H 0.6423 -1.5077 3.0072
H -0.1508 -2.4753 1.6959
H 2.1350 -1.7027 1.1453
H 1.7200 -0.0756 1.5628
H 1.1420 -1.7235 -0.8838
H 1.7052 -0.0695 -0.8268
H -1.1825 -0.6313 -0.2976
H 0.4787 1.6532 -1.5830
H -2.3468 1.7714 -1.6127
H -1.1984 2.9879 -1.2630
H -1.8652 2.0295 -0.0968
```

Structure (SMILES) ... CCC/C=C/[NH3+]
HOMO energy ... -14.615 eV
Frontier orbital gap ... 0.3932 Eh
LUMO level ... -3.91 eV
Charge ... +1


Most stable: x. Least stable: w.